No. 1
DFT (ωB97M-V/def2-TZVPD) results for 3 unconnected molecules or ions with the total composition C2H11N3O2 at a distorted geometry.

Last column: Mulliken charge in e.
Geometry (Å):
H (1.6797, -1.5270, 0.1316)  0.162
N (0.7522, -1.1221, 0.1584)  -0.668
C (0.7800, 0.1399, 0.2081)  0.504
N (1.9487, 0.9413, 0.1740)  -0.506
N (-0.3626, 0.8678, 0.3680)  -0.242
C (-1.6277, 0.2640, 0.7144)  -0.859
H (1.8948, 1.7098, -0.4880)  0.230
H (2.7719, 0.3893, -0.0307)  0.237
H (-0.4251, 1.6663, -0.2374)  0.261
H (-2.4068, 1.0135, 0.5979)  0.331
H (-1.9143, -0.5655, 0.0583)  0.304
H (-1.6357, -0.0413, 1.7602)  0.274
O (-0.7887, 1.8646, -2.9213)  -0.649
H (0.0295, 1.3550, -2.9224)  0.309
H (-0.5549, 2.7870, -2.7622)  0.324
O (0.1797, -3.3474, 2.0322)  -0.688
H (0.0490, -2.4645, 1.6562)  0.375
H (-0.3695, -3.9306, 1.5029)  0.301

Forces on atoms 1 to 3 (eV/Å):
H 0.1 -0.1 0.0
N -0.1 -0.9 0.5
C 0.4 0.7 -0.2

**HOMO-LUMO gap**: 9.486 eV
**Net charge**: 0
**Relative energy (zero: lowest compared OMol25 entry of this formula, charge and spin)**: 56.77 kJ/mol
**DFT total energy**: -397.54632 a.u.
**HOMO level**: -0.3403 Eh
**SMILES**: [H]/N=C(\N)NC.O.O
**Molecular weight**: 109.1 g/mol



No. 2
DFT (ωB97M-V/def2-TZVPD) results for 9 unconnected molecules or ions with the total composition C20H29BCl24NO2 at a distorted geometry.

Last column: Mulliken charge in e.
Geometry (Å):
C (-2.8015, 0.2777, 2.9309)  -0.319
C (-3.3629, -0.4831, 4.2050)  -1.433
C (-4.1525, -1.8109, 3.8959)  1.621
C (-3.5418, -2.8843, 2.9141)  -0.751
C (-1.9642, -2.9852, 2.9111)  -0.372
C (-1.4129, -3.5304, 1.5040)  -1.090
C (-0.7110, -2.4227, 0.6361)  -0.230
N (-1.6338, -1.4334, 0.0326)  0.941
C (-1.1888, -0.1104, -0.1189)  0.458
C (-2.2703, 0.6735, -0.6932)  -0.323
C (-3.4389, -0.2750, -0.9038)  -1.082
C (-2.9390, -1.5596, -0.4375)  -0.754
C (-5.5252, -1.2874, 3.1692)  -0.484
O (-6.6690, -1.7075, 3.9216)  -0.767
B (-6.0818, -1.9139, 5.2720)  1.047
O (-4.6911, -2.3973, 5.0884)  -0.884
H (-3.3596, 0.0549, 1.9848)  -0.100
H (-1.7010, 0.0548, 2.8607)  0.095
H (-2.8802, 1.3856, 3.1229)  0.379
H (-2.5456, -0.6732, 4.9517)  0.279
H (-4.0921, 0.2161, 4.7080)  0.379
H (-3.8473, -2.5815, 1.8680)  -0.066
H (-4.0048, -3.9021, 3.0728)  0.273
H (-1.6912, -3.7966, 3.6520)  0.441
H (-1.4301, -2.0452, 3.1960)  0.178
H (-0.6600, -4.3426, 1.7286)  0.394
H (-2.2605, -4.0101, 0.9478)  0.373
H (-0.0703, -2.8829, -0.1674)  0.334
H (0.0111, -1.8736, 1.3100)  0.045
H (-0.1734, 0.2449, 0.1652)  -0.682
H (-2.2398, 1.7867, -0.9221)  0.598
H (-4.4488, -0.0581, -1.3002)  0.485
H (-3.4581, -2.5441, -0.3805)  0.487
H (-5.7557, -1.7409, 2.1509)  0.112
H (-5.4838, -0.1818, 2.9371)  0.190
H (-6.8156, -2.6466, 5.8828)  -0.269
H (-6.1591, -0.7979, 5.7699)  -0.369
C (1.3852, -1.5874, -3.2470)  -0.230
Cl (1.5368, -3.2267, -3.9024)  -0.168
Cl (0.0877, -1.5089, -2.0507)  0.095
Cl (2.9195, -1.0594, -2.5380)  -0.054
H (1.1388, -0.9154, -4.0637)  0.342
C (-0.1302, 3.8251, -2.8284)  0.120
Cl (-0.7627, 5.3384, -2.1680)  -0.155
Cl (-0.8468, 2.4327, -1.9948)  -0.050
Cl (-0.4335, 3.7317, -4.5695)  -0.156
H (0.9444, 3.8065, -2.6682)  0.105
C (3.1103, 0.7376, 1.3010)  -0.118
Cl (1.8056, 1.0983, 0.1653)  0.077
Cl (3.2077, 1.9886, 2.5434)  -0.040
Cl (2.8779, -0.8539, 2.0332)  -0.143
H (4.0473, 0.7270, 0.7518)  0.217
C (2.2760, 5.3527, 4.5871)  -0.108
Cl (0.7223, 4.6682, 4.1019)  -0.078
Cl (3.0816, 4.2987, 5.7565)  -0.116
Cl (3.3076, 5.6165, 3.1753)  -0.042
H (2.0938, 6.3120, 5.0610)  0.349
C (-4.6813, 0.1509, -4.6124)  -0.078
Cl (-4.5586, -1.4993, -5.2375)  -0.143
Cl (-6.0084, 0.2752, -3.4500)  -0.140
Cl (-3.1529, 0.6539, -3.8815)  0.035
H (-4.8968, 0.8147, -5.4436)  0.363
C (4.4617, 5.5308, -1.0502)  -0.062
Cl (3.1535, 5.8809, -2.1875)  -0.108
Cl (4.5616, 6.7890, 0.1877)  -0.128
Cl (4.2308, 3.9443, -0.3073)  -0.031
H (5.3977, 5.5179, -1.5998)  0.321
C (6.6406, -1.1132, -3.6484)  0.061
Cl (8.2940, -1.6160, -3.2727)  -0.127
Cl (5.9676, -0.1532, -2.3267)  -0.080
Cl (6.5935, -0.2034, -5.1618)  -0.112
H (6.0310, -2.0043, -3.7667)  0.253
C (10.3343, -1.9183, -7.0715)  0.052
Cl (10.5436, -2.1531, -8.8114)  -0.127
Cl (9.9212, -0.2376, -6.7172)  -0.102
Cl (9.0983, -3.0129, -6.4400)  -0.101
H (11.2750, -2.1481, -6.5812)  0.279

Forces on atoms 1 to 3 (eV/Å):
C 0.3 0.2 1.0
C 0.0 0.0 -0.1
C -2.8 0.5 -0.4

**HOMO-LUMO gap**: 4.616 eV
**Net charge**: -1
**Relative energy (zero: lowest compared OMol25 entry of this formula, charge and spin)**: 0.00 kJ/mol
**DFT total energy**: -12054.08962 a.u.
**HOMO level**: -0.1239 Eh
**Molecular weight**: 1177.1 g/mol



No. 3
DFT (ωB97M-V/def2-TZVPD) results for a molecular structure, C29H50N7O6PSSm at a distorted geometry.

Last column: Löwdin spin population.
Geometry (Å):
Sm (1.1892, -0.7506, -0.1907)  5.071
N (-0.3505, -3.0658, -0.6917)  -0.002
N (0.0268, -4.0747, 0.2322)  0.000
C (1.1592, -3.9521, 0.8828)  0.000
N (1.5278, -4.8176, 1.8140)  0.000
N (1.9098, -2.8852, 0.4498)  -0.005
N (2.6992, -2.2284, 1.2977)  0.000
O (2.9401, -2.5869, 2.4371)  -0.001
O (3.1416, -1.1504, 0.8095)  -0.009
H (-1.3972, -3.1166, -0.7355)  0.000
H (-0.0890, -3.4012, -1.6158)  0.000
H (-0.6157, -4.8385, 0.3963)  0.000
H (0.9307, -5.5878, 2.0659)  0.000
H (2.3379, -4.6110, 2.3696)  0.000
N (1.6192, -1.0496, -3.0769)  -0.002
C (0.2373, -1.3409, -3.2484)  -0.001
C (-0.1895, -2.5468, -3.7968)  0.000
C (-1.5035, -2.9547, -3.6453)  0.000
C (-2.4057, -2.1530, -2.9603)  0.000
C (-2.0292, -0.8637, -2.5881)  0.000
C (-0.7096, -0.4458, -2.7397)  0.000
S (-3.8006, -2.9341, -2.1545)  0.000
O (-4.5768, -1.8443, -1.6003)  0.000
O (-3.0625, -3.6897, -1.0934)  0.000
O (-4.4509, -3.8055, -3.0881)  0.000
H (2.1991, -1.6205, -3.6756)  0.000
H (1.8269, -0.0701, -3.2309)  0.000
H (0.5265, -3.1940, -4.2961)  0.000
H (-1.8284, -3.9230, -4.0123)  0.000
H (-2.7782, -0.2116, -2.1539)  0.000
H (-0.3976, 0.5557, -2.4809)  0.000
C (0.6175, 3.1726, -3.2974)  0.000
C (0.3825, 3.7864, -1.8942)  -0.002
C (0.6322, 5.2949, -1.9595)  0.000
C (-1.0889, 3.5315, -1.5221)  0.000
P (1.4245, 2.8163, -0.6332)  -0.006
N (1.2418, 1.2847, -0.9395)  -0.037
C (3.2455, 3.3299, -0.7952)  0.000
C (4.1450, 2.3068, -0.0792)  0.000
C (3.5850, 3.2438, -2.2920)  0.000
C (3.5470, 4.7441, -0.2950)  0.000
C (0.8304, 3.2504, 1.1196)  -0.001
C (0.5106, 4.7294, 1.3441)  0.000
C (1.9126, 2.8075, 2.1164)  0.000
C (-0.4021, 2.3870, 1.4297)  0.000
H (-0.3210, 3.1589, -3.8579)  0.000
H (0.9784, 2.1466, -3.2304)  0.000
H (1.3313, 3.7536, -3.8797)  0.000
H (-0.0897, 5.7394, -2.6516)  0.000
H (1.6277, 5.5261, -2.3417)  0.000
H (0.5101, 5.7879, -0.9948)  0.000
H (-1.7257, 3.8370, -2.3556)  0.000
H (-1.3995, 4.1093, -0.6514)  0.000
H (-1.2717, 2.4721, -1.3296)  0.000
H (3.7296, 1.3072, -0.1389)  0.000
H (4.3177, 2.5534, 0.9662)  0.000
H (5.1220, 2.2821, -0.5698)  0.000
H (3.3467, 2.2550, -2.6895)  0.000
H (4.6568, 3.4124, -2.4231)  0.000
H (3.0611, 3.9974, -2.8788)  0.000
H (3.4309, 4.8358, 0.7861)  0.000
H (2.9107, 5.4916, -0.7709)  0.000
H (4.5847, 4.9937, -0.5348)  0.000
H (1.3455, 5.3791, 1.0725)  0.000
H (0.2977, 4.8888, 2.4053)  0.000
H (-0.3700, 5.0454, 0.7847)  0.000
H (2.7957, 3.4422, 2.0855)  0.000
H (2.2137, 1.7731, 1.9473)  0.000
H (1.5037, 2.8725, 3.1292)  0.000
H (-1.2886, 2.6783, 0.8711)  0.000
H (-0.6336, 2.4612, 2.4968)  0.000
H (-0.1711, 1.3515, 1.2006)  0.000
C (-5.1375, -4.4073, 2.4017)  0.000
C (-3.8462, -3.6644, 2.5466)  0.000
C (-3.6012, -2.5427, 1.7570)  0.000
C (-2.3971, -1.8710, 1.7947)  0.000
C (-2.2652, -0.6458, 0.9175)  0.000
C (-1.4041, -2.3137, 2.7105)  0.000
C (-0.1147, -1.7266, 2.7857)  0.000
O (0.4305, -0.9840, 1.9436)  -0.007
C (-1.6794, -3.3940, 3.5968)  0.000
C (-0.7152, -3.8288, 4.6801)  0.000
C (-2.8760, -4.0629, 3.4707)  0.000
H (-5.4926, -4.3505, 1.3728)  0.000
H (-5.9012, -3.9552, 3.0411)  0.000
H (-5.0364, -5.4526, 2.6918)  0.000
H (-4.3535, -2.2164, 1.0498)  0.000
H (-3.0841, -0.6409, 0.2018)  0.000
H (-1.3365, -0.5785, 0.3591)  0.000
H (-2.3310, 0.2551, 1.5308)  0.000
H (0.4771, -1.9637, 3.6740)  0.000
H (0.2964, -4.0054, 4.3159)  0.000
H (-1.0706, -4.7455, 5.1486)  0.000
H (-0.6487, -3.0705, 5.4650)  0.000
H (-3.0762, -4.9132, 4.1151)  0.000

Forces on atoms 1 to 3 (eV/Å):
Sm -2.4 3.1 -3.6
N -0.3 -0.2 0.3
N -0.2 0.1 -0.3

**HOMO-LUMO gap (spin up / spin down)**: 6.482 / 6.556 eV
**Net charge**: +1
**Multiplicity**: 6
**Relative energy (zero: lowest compared OMol25 entry of this formula, charge and spin)**: 38.57 kJ/mol
**DFT total energy**: -3367.05099 a.u.
**HOMO level (spin up / spin down)**: -0.3984 / -0.4010 Eh
**Molecular weight**: 806.2 g/mol